{
  "formula": "C12H15F9N2NaO12",
  "method": "ωB97M-V/def2-TZVPD",
  "symbols": ["Na", "N", "O", "O", "O", "N", "O", "O", "O", "C", "C", "O", "C", "O", "C", "F", "F", "F", "H", "H", "H", "H", "H", "C", "C", "O", "C", "O", "C", "F", "F", "F", "H", "H", "H", "H", "H", "C", "C", "O", "C", "O", "C", "F", "F", "F", "H", "H", "H", "H", "H"],
  "coordinates": [[-0.31, 0.60, 0.61], [1.40, 0.56, -2.50], [0.76, 0.13, -1.55], [2.18, 1.51, -2.32], [1.12, 0.19, -3.65], [1.56, 3.56, 1.01], [1.39, 4.74, 1.14], [0.76, 2.69, 1.33], [2.52, 3.18, 0.36], [-2.58, 5.02, -2.58], [-1.63, 3.89, -2.43], [-2.34, 2.78, -2.95], [-2.33, 1.60, -2.27], [-1.97, 1.57, -1.08], [-2.92, 0.40, -3.03], [-2.12, -0.65, -2.96], [-4.09, 0.08, -2.48], [-3.11, 0.69, -4.29], [-2.06, 5.97, -2.43], [-3.37, 4.99, -1.83], [-3.09, 5.11, -3.54], [-1.21, 3.88, -1.42], [-0.81, 4.10, -3.13], [0.13, -5.25, -1.46], [-0.64, -3.86, -1.26], [-1.41, -4.07, -0.05], [-1.86, -3.06, 0.62], [-1.33, -1.96, 0.54], [-3.10, -3.36, 1.56], [-4.26, -3.09, 0.99], [-3.06, -4.64, 1.87], [-3.05, -2.62, 2.64], [0.92, -5.25, -2.21], [-0.54, -6.07, -1.71], [0.59, -5.63, -0.55], [-1.36, -3.61, -2.03], [-0.02, -2.98, -1.08], [3.07, 1.59, 4.34], [2.82, 0.15, 4.58], [3.27, -0.70, 3.58], [2.57, -0.82, 2.43], [1.43, -0.25, 2.23], [3.26, -1.59, 1.29], [3.45, -0.84, 0.23], [4.44, -2.06, 1.65], [2.47, -2.63, 0.86], [2.63, 1.95, 3.41], [4.11, 1.84, 4.14], [2.69, 2.26, 5.11], [1.75, -0.01, 4.70], [3.28, -0.02, 5.55]],
  "largest_force_ev_per_a": 6.0,
  "de_lowest_kcal_mol": 54.3,
  "e_lumo_ev": 1.98,
  "homo_energy_ev": -4.56,
  "charge": -1
}